*w*
{
  "formula": "C3H7N2O2P",
  "method": "ωB97M-V/def2-TZVPD",
  "symbols": ["C", "C", "C", "N", "N", "O", "O", "P", "H", "H", "H", "H", "H", "H", "H"],
  "coordinates": [[1.42, -1.27, -0.05], [1.60, 1.08, 0.74], [1.42, 0.10, -0.37], [1.35, -2.39, 0.21], [-0.54, 0.23, -0.90], [-2.57, 1.08, 0.24], [-2.38, -1.36, -0.13], [-1.48, -0.09, 0.48], [0.93, 0.84, 1.57], [1.40, 2.09, 0.40], [2.62, 1.02, 1.11], [1.86, 0.35, -1.33], [-0.55, -0.53, -1.58], [-2.92, 1.04, -0.66], [-2.15, -2.20, 0.26]],
  "molar_mass_g_mol": 134.1,
  "e_homo_ev": -9.26,
  "charge": 0,
  "homo_lumo_gap_ev": 9.0203,
  "lumo_energy_ev": -0.2
}

*x*
{
  "formula": "C3H7N2O2P",
  "method": "ωB97M-V/def2-TZVPD",
  "symbols": ["C", "C", "C", "N", "N", "O", "O", "P", "H", "H", "H", "H", "H", "H", "H"],
  "coordinates": [[-0.57, -0.02, 0.23], [2.07, 1.16, -2.22], [1.30, 0.30, -1.57], [-1.41, 0.64, 0.93], [0.32, 0.63, -0.63], [-0.60, -1.34, 0.42], [-1.34, -1.38, 2.96], [-1.89, -1.90, 1.54], [2.01, 2.22, -2.08], [-1.18, -3.11, 1.64], [2.78, 0.79, -2.94], [1.38, -0.77, -1.73], [-1.41, 1.65, 0.79], [-1.68, -0.50, 3.20], [0.23, 1.64, -0.53]],
  "molar_mass_g_mol": 134.1,
  "e_homo_ev": -8.67,
  "charge": 0,
  "homo_lumo_gap_ev": 9.5329,
  "lumo_energy_ev": 0.9
}

The most stable of them is *x*.

*w*
{
  "formula": "H10O5",
  "method": "ωB97M-V/def2-TZVPD",
  "symbols": ["H", "H", "H", "H", "H", "H", "H", "H", "H", "H", "O", "O", "O", "O", "O"],
  "coordinates": [[-1.87, 0.30, -0.09], [-0.77, 0.09, -1.12], [2.05, -2.00, -2.05], [2.70, -2.28, -0.71], [-0.11, 4.05, -0.96], [0.43, 3.21, 0.19], [2.69, -0.61, 2.35], [2.22, -0.43, 0.91], [-3.27, -1.22, 1.43], [-3.52, -1.63, -0.01], [-1.72, -0.01, -0.99], [2.26, -1.58, -1.22], [-0.14, 3.97, 0.00], [3.02, -0.42, 1.46], [-3.98, -1.43, 0.81]],
  "molar_mass_g_mol": 90.1,
  "e_homo_ev": -11.53,
  "charge": 0,
  "homo_lumo_gap_ev": 11.5280,
  "lumo_energy_ev": 0.0
}

*x*
{
  "formula": "H10O5",
  "method": "ωB97M-V/def2-TZVPD",
  "symbols": ["O", "H", "H", "O", "H", "H", "O", "H", "H", "O", "H", "H", "O", "H", "H"],
  "coordinates": [[1.17, -2.32, -2.10], [0.62, -2.28, -1.32], [1.89, -2.92, -1.86], [-0.78, 2.72, 0.06], [-1.51, 2.15, -0.22], [-1.08, 3.62, -0.14], [0.07, -0.58, 0.50], [1.02, -0.52, 0.65], [-0.30, 0.16, 0.99], [-1.68, -2.98, -0.08], [-2.33, -3.25, -0.73], [-1.19, -2.26, -0.50], [1.43, 2.56, 1.87], [2.08, 3.15, 1.48], [0.59, 2.76, 1.41]],
  "molar_mass_g_mol": 90.1,
  "e_homo_ev": -11.24,
  "charge": 0,
  "homo_lumo_gap_ev": 11.5270,
  "lumo_energy_ev": 0.3
}

The most stable of them is *x*.

*w*
{
  "formula": "H10O5",
  "method": "ωB97M-V/def2-TZVPD",
  "symbols": ["O", "O", "O", "O", "O", "H", "H", "H", "H", "H", "H", "H", "H", "H", "H"],
  "coordinates": [[0.21, -0.07, 2.15], [0.36, 1.95, -3.83], [-0.18, 0.88, -0.34], [-3.32, 1.85, 0.25], [2.77, -4.27, 1.57], [-0.68, 0.32, 2.06], [-0.50, 2.31, -4.02], [0.35, 0.06, -0.21], [-3.42, 0.89, 0.28], [3.44, -4.59, 0.98], [0.06, -0.84, 2.74], [0.32, 1.48, -3.00], [0.32, 1.49, 0.19], [-2.41, 1.91, -0.07], [2.69, -3.38, 1.24]],
  "molar_mass_g_mol": 90.1,
  "e_homo_ev": -11.39,
  "charge": 0,
  "homo_lumo_gap_ev": 11.5155,
  "lumo_energy_ev": 0.1
}

*x*
{
  "formula": "H10O5",
  "method": "ωB97M-V/def2-TZVPD",
  "symbols": ["O", "H", "H", "O", "H", "H", "O", "H", "H", "O", "H", "H", "O", "H", "H"],
  "coordinates": [[0.85, -1.42, 1.41], [1.48, -0.88, 1.89], [0.39, -0.80, 0.85], [-0.82, -1.80, -0.71], [-0.28, -1.94, -1.49], [-0.50, -0.97, -0.34], [1.21, 1.04, -1.35], [1.41, 1.97, -1.21], [2.01, 0.68, -1.71], [0.07, 0.03, 0.17], [0.66, 0.42, -0.48], [-0.59, 0.71, 0.33], [-1.65, 1.11, 0.68], [-2.41, 1.63, 0.94], [-1.83, 0.23, 1.02]],
  "molar_mass_g_mol": 90.1,
  "e_homo_ev": -8.95,
  "charge": 0,
  "homo_lumo_gap_ev": 8.8518,
  "lumo_energy_ev": -0.1
}

The most stable of them is *w*.

*w*
{
  "formula": "H10O5",
  "method": "ωB97M-V/def2-TZVPD",
  "symbols": ["O", "H", "H", "O", "H", "H", "O", "H", "H", "O", "H", "H", "O", "H", "H"],
  "coordinates": [[1.68, -2.69, 0.20], [0.78, -2.72, 0.56], [2.02, -1.83, 0.43], [1.85, 2.26, 0.35], [0.90, 2.16, 0.30], [1.91, 2.96, -0.26], [-0.91, -2.18, -1.00], [-0.29, -1.76, -1.62], [-1.78, -1.92, -1.13], [-0.89, -0.07, 0.79], [-1.64, -0.33, 1.28], [-0.71, -0.82, 0.19], [-0.80, 2.40, -0.32], [-0.98, 1.47, 0.03], [-1.16, 3.07, 0.22]],
  "molar_mass_g_mol": 90.1,
  "e_homo_ev": -10.68,
  "charge": 0,
  "homo_lumo_gap_ev": 10.8022,
  "lumo_energy_ev": 0.1
}

*x*
{
  "formula": "H10O5",
  "method": "ωB97M-V/def2-TZVPD",
  "symbols": ["H", "H", "H", "H", "H", "H", "H", "H", "H", "H", "O", "O", "O", "O", "O"],
  "coordinates": [[1.84, 0.31, 0.50], [1.96, 1.08, 1.83], [0.81, -1.07, -0.81], [2.24, -1.10, -1.65], [0.02, -1.17, 1.19], [-1.22, -1.23, 0.18], [-1.75, 0.65, -0.14], [-2.82, -0.11, 0.86], [0.05, 1.35, -1.34], [0.39, 1.54, 0.17], [1.32, 0.49, 1.31], [1.58, -0.51, -1.16], [-0.29, -1.61, 0.37], [-2.39, -0.13, -0.12], [-0.40, 1.72, -0.49]],
  "molar_mass_g_mol": 90.1,
  "e_homo_ev": -10.98,
  "charge": 0,
  "homo_lumo_gap_ev": 11.4008,
  "lumo_energy_ev": 0.4
}

*y*
{
  "formula": "H10O5",
  "method": "ωB97M-V/def2-TZVPD",
  "symbols": ["H", "H", "H", "H", "H", "H", "H", "H", "H", "H", "O", "O", "O", "O", "O"],
  "coordinates": [[0.16, -0.62, 1.58], [-1.13, -1.12, 2.21], [-3.72, -0.79, -0.31], [-3.54, -1.12, -1.78], [-2.54, 4.39, 1.82], [-2.12, 3.42, 0.73], [5.23, 0.61, 0.20], [4.43, -0.24, 1.17], [1.34, -1.79, -2.02], [2.08, -2.44, -3.19], [-0.79, -0.52, 1.53], [-3.30, -1.43, -0.90], [-1.76, 4.01, 1.41], [4.43, 0.08, 0.26], [1.23, -2.45, -2.72]],
  "molar_mass_g_mol": 90.1,
  "e_homo_ev": -11.24,
  "charge": 0,
  "homo_lumo_gap_ev": 11.7614,
  "lumo_energy_ev": 0.5
}

*z*
{
  "formula": "H10O5",
  "method": "ωB97M-V/def2-TZVPD",
  "symbols": ["O", "O", "O", "O", "O", "H", "H", "H", "H", "H", "H", "H", "H", "H", "H"],
  "coordinates": [[1.53, -0.10, 1.60], [1.59, -1.56, -0.75], [-0.76, -0.96, -2.15], [-1.84, 0.94, -0.56], [-0.43, 1.81, 1.64], [1.85, -0.72, 2.27], [2.16, -1.00, -1.28], [-1.28, -1.74, -2.02], [-1.95, 1.71, -1.11], [-0.91, 1.62, 2.43], [1.50, -0.61, 0.75], [0.73, -1.53, -1.25], [-1.11, -0.34, -1.48], [-1.38, 1.30, 0.25], [0.32, 1.17, 1.65]],
  "molar_mass_g_mol": 90.1,
  "e_homo_ev": -11.51,
  "charge": 0,
  "homo_lumo_gap_ev": 12.3146,
  "lumo_energy_ev": 0.8
}

The most stable of them is *z*.

*w*
{
  "formula": "H10O5",
  "method": "ωB97M-V/def2-TZVPD",
  "symbols": ["H", "H", "H", "H", "H", "H", "H", "H", "H", "H", "O", "O", "O", "O", "O"],
  "coordinates": [[-0.36, 0.42, 1.25], [0.64, -0.69, 1.53], [4.00, 0.86, -1.22], [3.00, 0.89, -0.08], [-4.25, -1.84, 0.15], [-4.38, -0.59, -0.70], [2.74, -0.82, 0.62], [2.70, -1.58, -0.69], [-1.00, 2.07, -0.02], [-2.34, 2.26, -0.71], [-0.22, -0.53, 1.12], [3.27, 0.36, -0.84], [-4.10, -1.51, -0.74], [2.24, -1.50, 0.16], [-1.94, 2.20, 0.16]],
  "molar_mass_g_mol": 90.1,
  "e_homo_ev": -10.65,
  "charge": 0,
  "homo_lumo_gap_ev": 10.7605,
  "lumo_energy_ev": 0.1
}

*x*
{
  "formula": "H10O5",
  "method": "ωB97M-V/def2-TZVPD",
  "symbols": ["O", "H", "H", "O", "H", "H", "O", "H", "H", "O", "H", "H", "O", "H", "H"],
  "coordinates": [[7.28, 0.54, 52.03], [7.80, 0.57, 52.78], [6.72, -0.23, 52.39], [6.70, 3.14, 48.93], [6.57, 3.51, 48.01], [7.52, 2.65, 49.07], [9.21, 0.99, 46.82], [8.80, 1.06, 47.70], [8.48, 0.65, 46.33], [11.69, 1.73, 48.45], [12.50, 1.85, 48.95], [11.74, 1.03, 47.83], [8.96, 1.47, 49.46], [9.12, 0.90, 50.18], [9.93, 1.55, 49.25]],
  "molar_mass_g_mol": 90.1,
  "e_homo_ev": -10.41,
  "charge": 0,
  "homo_lumo_gap_ev": 10.9234,
  "lumo_energy_ev": 0.5
}

The most stable of them is *x*.

*w*
{
  "formula": "H10O5",
  "method": "ωB97M-V/def2-TZVPD",
  "symbols": ["O", "H", "H", "O", "H", "H", "O", "H", "H", "O", "H", "H", "O", "H", "H"],
  "coordinates": [[2.98, 3.93, 1.50], [3.75, 4.01, 0.94], [2.47, 4.72, 1.32], [1.33, -1.38, 2.72], [2.11, -1.03, 3.15], [1.01, -0.67, 2.17], [-1.22, -2.39, -3.15], [-1.60, -2.22, -4.01], [-1.11, -3.34, -3.12], [-3.87, -0.70, 0.25], [-3.81, -1.40, 0.90], [-2.96, -0.52, 0.02], [0.17, 0.40, -0.54], [0.77, 0.94, -1.06], [-0.02, -0.36, -1.09]],
  "molar_mass_g_mol": 90.1,
  "e_homo_ev": -11.21,
  "charge": 0,
  "homo_lumo_gap_ev": 11.7628,
  "lumo_energy_ev": 0.6
}

*x*
{
  "formula": "H10O5",
  "method": "ωB97M-V/def2-TZVPD",
  "symbols": ["H", "H", "H", "H", "H", "H", "H", "H", "H", "H", "O", "O", "O", "O", "O"],
  "coordinates": [[0.69, -1.62, 0.18], [-0.73, -1.62, -0.43], [1.41, -1.06, -1.57], [2.84, -1.51, -2.14], [1.50, 0.08, 1.89], [3.04, 0.05, 2.36], [1.29, 1.97, -0.74], [0.79, 3.46, -0.32], [-5.95, 0.21, 0.03], [-4.76, -0.63, 0.35], [-0.18, -2.01, 0.29], [2.36, -0.87, -1.48], [2.19, 0.59, 2.31], [0.61, 2.69, -0.90], [-5.08, 0.28, 0.17]],
  "molar_mass_g_mol": 90.1,
  "e_homo_ev": -11.25,
  "charge": 0,
  "homo_lumo_gap_ev": 11.3887,
  "lumo_energy_ev": 0.1
}

*y*
{
  "formula": "H10O5",
  "method": "ωB97M-V/def2-TZVPD",
  "symbols": ["H", "H", "H", "H", "H", "H", "H", "H", "H", "H", "O", "O", "O", "O", "O"],
  "coordinates": [[1.80, 0.12, -0.07], [2.25, 1.30, -0.92], [-1.84, -0.04, 1.59], [-1.02, -0.99, 2.56], [-1.20, 1.43, -1.54], [-0.07, 0.68, -2.23], [1.43, 0.08, 1.60], [0.76, 1.34, 2.09], [-1.98, -1.36, -1.38], [-0.88, -2.37, -1.72], [2.57, 0.57, -0.41], [-1.25, -0.81, 1.69], [-0.31, 1.17, -1.44], [1.06, 0.86, 1.21], [-1.32, -1.99, -1.01]],
  "molar_mass_g_mol": 90.1,
  "e_homo_ev": -9.59,
  "charge": 0,
  "homo_lumo_gap_ev": 9.9578,
  "lumo_energy_ev": 0.4
}

*z*
{
  "formula": "H10O5",
  "method": "ωB97M-V/def2-TZVPD",
  "symbols": ["H", "H", "H", "H", "H", "H", "H", "H", "H", "H", "O", "O", "O", "O", "O"],
  "coordinates": [[0.92, -2.16, 0.36], [0.12, -3.22, 1.17], [0.74, 0.33, -1.21], [1.93, -0.73, -1.36], [-1.23, 0.66, -2.48], [-1.32, 0.45, -1.02], [-0.53, 0.66, 1.12], [-0.67, -0.77, 1.27], [0.52, 2.28, 1.29], [-0.51, 2.37, 0.08], [0.58, -2.33, 1.28], [1.34, -0.33, -0.71], [-0.75, 1.00, -1.68], [-1.26, -0.02, 1.38], [0.13, 1.82, 0.51]],
  "molar_mass_g_mol": 90.1,
  "e_homo_ev": -9.97,
  "charge": 0,
  "homo_lumo_gap_ev": 10.3815,
  "lumo_energy_ev": 0.4
}

The most stable of them is *w*.

*w*
{
  "formula": "H10O5",
  "method": "ωB97M-V/def2-TZVPD",
  "symbols": ["O", "H", "H", "O", "H", "H", "O", "H", "H", "O", "H", "H", "O", "H", "H"],
  "coordinates": [[-0.88, 0.55, -2.41], [-0.28, 0.40, -1.68], [-0.33, 0.49, -3.19], [1.40, -2.75, -0.41], [0.46, -2.55, -0.49], [1.43, -3.55, 0.12], [1.06, 2.20, 1.74], [0.15, 2.46, 1.62], [1.56, 2.84, 1.22], [-2.65, -0.27, 0.77], [-1.87, 0.22, 0.51], [-2.33, -0.91, 1.41], [0.72, 0.36, -0.12], [0.91, 1.00, 0.56], [0.65, -0.47, 0.35]],
  "molar_mass_g_mol": 90.1,
  "e_homo_ev": -10.78,
  "charge": 0,
  "homo_lumo_gap_ev": 11.0155,
  "lumo_energy_ev": 0.2
}

*x*
{
  "formula": "H10O5",
  "method": "ωB97M-V/def2-TZVPD",
  "symbols": ["O", "O", "O", "O", "O", "H", "H", "H", "H", "H", "H", "H", "H", "H", "H"],
  "coordinates": [[2.52, 1.32, 0.22], [-1.52, -1.64, -1.10], [0.08, 0.17, 0.19], [-0.40, -3.05, 2.70], [-0.66, 2.97, -2.02], [1.74, 0.65, 0.29], [-0.94, -1.08, -0.61], [-0.47, 0.51, 0.89], [-0.92, -3.81, 3.02], [-0.59, 2.91, -2.93], [2.89, 1.16, 1.17], [-0.80, -2.05, -1.68], [0.09, 0.81, -0.56], [-0.95, -2.46, 2.09], [-0.07, 3.61, -1.67]],
  "molar_mass_g_mol": 90.1,
  "e_homo_ev": -11.03,
  "charge": 0,
  "homo_lumo_gap_ev": 11.4323,
  "lumo_energy_ev": 0.4
}

The most stable of them is *w*.

*w*
{
  "formula": "H10O5",
  "method": "ωB97M-V/def2-TZVPD",
  "symbols": ["O", "H", "H", "O", "H", "H", "O", "H", "H", "O", "H", "H", "O", "H", "H"],
  "coordinates": [[-2.84, -2.09, 0.35], [-2.35, -1.61, -0.32], [-2.67, -1.61, 1.16], [-0.43, 1.13, 2.54], [-1.36, 0.93, 2.61], [-0.24, 1.03, 1.60], [0.96, 1.33, -2.56], [1.69, 0.71, -2.63], [1.36, 2.19, -2.64], [1.77, -0.77, 0.44], [1.87, -1.47, -0.20], [2.53, -0.86, 1.01], [-0.40, 0.44, -0.23], [-0.08, 0.95, -0.97], [0.21, -0.30, -0.16]],
  "molar_mass_g_mol": 90.1,
  "e_homo_ev": -10.63,
  "charge": 0,
  "homo_lumo_gap_ev": 10.6877,
  "lumo_energy_ev": 0.1
}

*x*
{
  "formula": "H10O5",
  "method": "ωB97M-V/def2-TZVPD",
  "symbols": ["O", "H", "H", "O", "H", "H", "O", "H", "H", "O", "H", "H", "O", "H", "H"],
  "coordinates": [[23.84, 29.47, 27.87], [24.30, 28.68, 28.06], [24.35, 30.05, 28.32], [22.42, 24.88, 28.63], [21.64, 24.94, 29.15], [22.40, 24.03, 28.19], [21.62, 27.46, 27.72], [22.23, 26.84, 28.05], [22.21, 28.19, 27.98], [19.29, 27.05, 29.54], [18.86, 27.94, 29.35], [19.78, 27.20, 28.75], [22.35, 27.34, 25.06], [22.05, 27.48, 26.06], [23.16, 26.90, 24.98]],
  "molar_mass_g_mol": 90.1,
  "e_homo_ev": -10.44,
  "charge": 0,
  "homo_lumo_gap_ev": 10.7337,
  "lumo_energy_ev": 0.3
}

*y*
{
  "formula": "H10O5",
  "method": "ωB97M-V/def2-TZVPD",
  "symbols": ["H", "H", "H", "H", "H", "H", "H", "H", "H", "H", "O", "O", "O", "O", "O"],
  "coordinates": [[-0.53, -1.40, -0.80], [-1.85, -1.16, -0.14], [1.45, -0.60, 0.52], [1.08, -2.02, 1.22], [-0.84, 0.61, -1.17], [-0.68, 1.73, -0.22], [-1.58, 0.72, 2.04], [-0.54, -0.12, 1.17], [1.23, 1.22, -0.69], [2.47, 0.56, -1.34], [-1.41, -1.26, -0.98], [0.75, -1.19, 0.88], [-0.44, 1.49, -1.14], [-1.27, 0.50, 1.16], [2.17, 0.92, -0.51]],
  "molar_mass_g_mol": 90.1,
  "e_homo_ev": -11.18,
  "charge": 0,
  "homo_lumo_gap_ev": 11.5559,
  "lumo_energy_ev": 0.4
}

The most stable of them is *y*.